{"formula": "C5H3Cl3N2", "method": "the ωB97M-V functional and the def2-TZVPD basis", "orbital_gap_ev": 7.45, "max_force_ev_per_a": 3.67, "e_above_lowest_kj_mol": 380.1, "elements": ["C", "C", "C", "C", "C", "N", "N", "Cl", "Cl", "Cl", "H", "H", "H"], "positions_angstrom": [[2.26330, -0.08251, 0.17784], [1.61193, 1.04631, -0.08834], [0.38459, -1.24600, -0.24617], [-2.36589, 0.20292, 0.52939], [-1.46492, 0.46012, -0.40938], [1.58657, -1.32690, 0.16904], [-0.22216, -0.12839, -0.58655], [3.87438, -0.03374, 0.80490], [1.63489, 2.60787, -0.44078], [-0.37536, -2.79534, -0.36419], [-3.28740, 0.81739, 0.55050], [-2.18827, -0.72971, 1.05379], [-1.45165, 1.20798, -1.15005]], "nbo_charge": [0.039, 0.047, 0.417, -0.420, -0.023, -0.529, -0.477, 0.068, 0.222, 0.021, 0.223, 0.214, 0.198]}